{"formula": "C10H7NO", "method": "ωB97M-V/def2-TZVPD", "elements": ["O", "C", "C", "N", "C", "C", "C", "C", "C", "C", "C", "C", "H", "H", "H", "H", "H", "H", "H"], "positions_angstrom": [[3.8084, -1.2288, 0.1150], [2.6578, -1.3080, -0.0580], [1.6633, -0.1766, -0.0419], [2.2721, 1.0265, 0.0059], [1.4940, 2.1151, 0.0171], [0.0859, 2.1309, 0.0587], [-0.5871, 0.8386, -0.0603], [-1.9127, 0.6494, 0.0341], [-2.5924, -0.5503, 0.0774], [-1.7820, -1.7087, 0.0240], [-0.3740, -1.5539, -0.0037], [0.2484, -0.3497, -0.0162], [2.3083, -2.1659, -0.1375], [2.0421, 3.1353, 0.0725], [-0.5603, 3.2235, -0.1289], [-2.6600, 1.5728, -0.0132], [-3.8424, -0.6240, 0.1339], [-2.4427, -2.4826, -0.0872], [0.1732, -2.5434, 0.0083]], "relative_energy_kj_mol": 280.0, "gap_ev": 8.03, "smiles": "O=Cc1nccc2ccccc12", "e_tot_ha": -515.14187}



{"formula": "C10H7NO3", "method": "ωB97M-V/def2-TZVPD", "elements": ["O", "C", "O", "C", "C", "N", "C", "O", "C", "C", "C", "C", "C", "C", "H", "H", "H", "H", "H", "H", "H"], "positions_angstrom": [[-3.5135, -1.1768, 0.0940], [-3.1683, 0.0037, 0.0059], [-4.3293, 0.9811, 0.1259], [-1.8390, 0.7009, -0.0168], [-0.8170, -0.1726, -0.0160], [-0.8109, -1.6873, -0.1419], [0.3914, -2.1138, 0.0612], [0.6415, -3.3247, 0.1759], [1.3080, -0.8132, -0.1130], [2.6529, -0.7133, -0.0866], [3.3066, 0.4860, -0.0007], [2.4090, 1.8653, 0.0281], [0.9778, 1.6683, -0.0917], [0.5404, 0.1280, -0.1025], [-5.2111, 0.4911, -0.0829], [-1.8434, 1.7922, -0.0538], [-1.7302, -2.1060, 0.0914], [3.3527, -1.7897, 0.0601], [4.2712, 0.6085, 0.1333], [2.9216, 2.6251, -0.1183], [0.4897, 2.5472, 0.0484]], "relative_energy_kj_mol": 354.0, "gap_ev": 8.51, "smiles": "O=C(O)/C=C1\\NC(=O)c2ccccc21", "e_tot_ha": -665.58057}



{"formula": "C10H8BrClN2O", "method": "ωB97M-V/def2-TZVPD", "elements": ["O", "C", "C", "N", "C", "C", "Br", "C", "H", "H", "H", "H", "Cl", "C", "C", "C", "C", "N", "C", "H", "H", "H", "H"], "positions_angstrom": [[0.7621, -3.7213, 1.1545], [0.1799, -3.0626, 0.3174], [0.7200, -1.6681, 0.0023], [0.3346, -1.0122, -1.0426], [1.2227, 0.1243, -1.1013], [2.2197, -0.0763, -0.0670], [3.7818, 1.0555, 0.1186], [1.8869, -1.1558, 0.6574], [-0.6436, -3.3901, -0.4163], [0.6263, 1.0970, -0.7956], [1.5976, 0.2762, -2.1041], [2.3898, -1.5652, 1.5591], [-2.0915, -1.4312, 1.3999], [-1.6362, 0.1743, 0.7049], [-1.7615, 0.3739, -0.6333], [-1.5193, 1.6800, -1.0783], [-1.0685, 2.6290, -0.1529], [-0.8286, 2.2849, 1.1019], [-1.1601, 1.1307, 1.5726], [-1.9474, -0.4901, -1.2637], [-1.3770, 1.9674, -2.2095], [-0.7560, 3.6971, -0.4390], [-0.9318, 1.0829, 2.7152]], "relative_energy_kj_mol": 0.0, "gap_ev": 9.18, "smiles": "O=CC1=NCC(Br)=C1.Clc1cccnc1", "e_tot_ha": -3604.73089}



{"formula": "C10H8BrN3O", "method": "ωB97M-V/def2-TZVPD", "elements": ["C", "C", "C", "C", "C", "C", "C", "C", "C", "C", "N", "N", "N", "O", "Br", "H", "H", "H", "H", "H", "H", "H", "H"], "positions_angstrom": [[-0.2140, 2.0779, -0.0653], [-2.4975, 0.7752, -0.0489], [-1.0985, 0.9999, 0.0066], [1.0219, 1.5039, 0.0883], [-0.3138, -0.1922, 0.2129], [-2.1573, -1.4927, -0.0466], [2.1937, -0.6600, 0.3540], [3.2413, 0.0465, -0.0729], [2.3805, 2.1823, 0.1040], [-2.8695, -2.7529, -0.2830], [-2.9454, -0.4283, -0.0982], [-0.8133, -1.4801, 0.1074], [1.0148, 0.1588, 0.3408], [3.2657, 1.2704, -0.5243], [4.9945, -0.7548, -0.0508], [-0.4667, 3.0612, -0.3413], [-3.1032, 1.6128, 0.0355], [2.0856, -1.6717, 0.6962], [2.3105, 3.0451, -0.4837], [2.8200, 2.1777, 1.0946], [-3.7361, -2.6201, -0.8389], [-2.2327, -3.4234, -0.7938], [-2.8805, -3.4354, 0.6073]], "gap_ev": [5.58, 6.14], "spin_multiplicity": 3, "e_tot_ha": -3199.20845}



{"formula": "C10H8CeN9O8S2", "method": "ωB97M-V/def2-TZVPD", "elements": ["Ce", "O", "S", "O", "O", "C", "C", "C", "C", "C", "C", "S", "O", "O", "O", "H", "H", "H", "H", "N", "C", "N", "N", "N", "N", "C", "N", "N", "N", "N", "H", "C", "O", "C", "O", "H", "H", "H"], "positions_angstrom": [[-0.7384, 0.1520, -0.1532], [1.2920, 0.5241, -1.0622], [2.0674, 0.4908, 0.1704], [3.1820, 1.4236, 0.2051], [1.2168, 0.5611, 1.3480], [2.8574, -1.1431, 0.1256], [4.2443, -1.1825, 0.1214], [4.9164, -2.3831, -0.0265], [4.1941, -3.5560, -0.1874], [2.8111, -3.5166, -0.1753], [2.1394, -2.3141, -0.0166], [0.3252, -2.4039, -0.0394], [-0.0962, -1.7909, -1.2942], [0.0533, -3.8267, 0.0304], [-0.1444, -1.6442, 1.1079], [4.7657, -0.2434, 0.2290], [5.9978, -2.4142, -0.0208], [4.7093, -4.4942, -0.3351], [2.2025, -4.4020, -0.2707], [-4.2505, 0.9770, -1.2185], [-3.0665, 1.3569, -1.8214], [-2.8292, 2.5643, -2.3285], [-1.5999, 2.4793, -2.8281], [-1.1169, 1.2974, -2.6556], [-2.0318, 0.5169, -2.0490], [-4.2156, 0.0513, -0.1814], [-5.2976, -0.3737, 0.4615], [-4.8278, -1.2634, 1.3347], [-3.5528, -1.3744, 1.2315], [-3.0948, -0.5515, 0.2774], [-4.8890, 1.7473, -1.0724], [-0.5504, 4.1607, 1.8738], [-1.2439, 2.9918, 2.2885], [-1.3997, 1.9671, 1.3713], [-0.9013, 2.2531, 0.2392], [-0.6455, 4.8842, 2.6861], [-0.9851, 4.5512, 0.9486], [0.5010, 3.9281, 1.6865]], "gap_ev": [5.70, 6.74], "spin_multiplicity": 2, "e_tot_ha": -2752.23325, "charge": -2}



{"formula": "C10H8Cl3CoI2NO3", "method": "ωB97M-V/def2-TZVPD", "elements": ["Co", "Cl", "C", "C", "C", "Cl", "C", "O", "C", "Cl", "C", "H", "H", "N", "C", "O", "C", "C", "H", "H", "H", "H", "H", "H", "O", "C", "I", "I"], "positions_angstrom": [[-1.3772, -0.6908, -0.5298], [3.3148, 0.0361, 4.8565], [2.4619, -0.2346, 3.3636], [1.0915, -0.4120, 3.3870], [0.4417, -0.6237, 2.1855], [-1.2973, -0.8506, 2.1859], [1.0887, -0.6750, 0.9449], [0.4775, -0.9041, -0.1922], [2.4800, -0.4752, 0.9891], [3.3560, -0.4895, -0.5100], [3.1647, -0.2631, 2.1696], [0.5409, -0.3877, 4.3159], [4.2352, -0.1189, 2.1548], [-0.1662, 0.9939, -3.9904], [-0.5179, 0.6282, -2.7570], [-1.0487, -0.4763, -2.5508], [-0.2246, 1.5571, -1.6074], [-1.1865, 1.3181, -0.4539], [-0.3074, 0.3490, -4.7500], [0.2645, 1.8835, -4.1644], [-0.2430, 2.5992, -1.9412], [0.7993, 1.3218, -1.3045], [-2.1577, 1.7787, -0.5847], [-0.7713, 1.5373, 0.5260], [-1.7294, -3.8391, -0.9261], [-1.5928, -2.7362, -0.7918], [-3.9770, -0.4935, -0.4995], [-7.1197, -0.3325, 0.4748]], "gap_ev": [6.81, 6.05], "spin_multiplicity": 4, "e_tot_ha": -4025.10379}



{"formula": "C10H8CuN2O5", "method": "ωB97M-V/def2-TZVPD", "elements": ["Cu", "O", "C", "C", "O", "C", "O", "C", "O", "H", "H", "N", "C", "O", "C", "C", "C", "N", "C", "C", "H", "H", "H", "H", "H", "H"], "positions_angstrom": [[-0.3751, 0.1265, -2.5037], [-0.4607, 3.2520, -2.4122], [-0.5441, 2.1143, -2.5744], [-0.4881, -2.0392, -2.5668], [-0.4516, -3.1765, -2.4151], [1.6897, -0.0295, -2.7861], [2.7759, 0.0067, -2.4765], [-2.5336, 0.0410, -2.4373], [-3.6634, 0.0313, -2.5020], [-0.4631, 0.4272, -4.4086], [-0.4617, -0.3634, -4.4032], [0.0441, -0.6601, 4.5511], [0.8228, 0.1610, 3.7856], [1.6862, 0.8913, 4.2646], [0.5251, 0.0877, 2.3374], [-0.4524, -0.7630, 1.7629], [-0.6346, -0.6926, 0.3668], [0.0574, 0.1520, -0.4171], [0.9934, 0.9477, 0.1235], [1.2614, 0.9437, 1.4963], [0.2252, -0.6140, 5.5403], [-0.6812, -1.2744, 4.2398], [-1.0925, -1.4673, 2.3176], [-1.3478, -1.3068, -0.1857], [1.5321, 1.5884, -0.5591], [2.0365, 1.6160, 1.8621]], "relative_energy_kj_mol": 0.0, "gap_ev": [7.36, 3.77], "spin_multiplicity": 2, "e_tot_ha": -2511.31646, "charge": 2}



{"formula": "C10H8F3NO", "method": "ωB97M-V/def2-TZVPD", "elements": ["C", "O", "C", "C", "N", "C", "C", "C", "C", "C", "C", "C", "F", "F", "F", "H", "H", "H", "H", "H", "H", "H", "H"], "positions_angstrom": [[-0.4411, 2.6993, -0.6067], [-1.1702, 1.5153, -1.0184], [-1.0619, 0.5139, -0.0272], [-1.5572, 0.9592, 1.2652], [-2.0210, 1.4857, 2.1858], [0.2818, -0.1896, 0.0765], [0.6957, -0.5650, 1.2993], [1.7822, -1.4381, 1.4385], [2.4648, -1.8043, 0.2387], [1.9939, -1.5220, -1.0271], [0.9128, -0.5778, -1.1092], [-2.1520, -0.6514, -0.4209], [-3.3333, -0.0675, -0.4492], [-1.9195, -1.2163, -1.5567], [-2.3665, -1.5841, 0.4690], [-0.1114, 3.2609, -1.5316], [0.4626, 2.4495, -0.1762], [-0.9117, 3.4643, -0.0395], [0.1215, -0.2486, 2.1260], [2.1177, -1.7493, 2.4711], [3.3491, -2.5042, 0.2410], [2.4081, -1.9490, -1.8223], [0.4555, -0.2807, -2.0261]], "relative_energy_kj_mol": 179.5, "gap_ev": 10.38, "smiles": "CO[C@](C#N)(c1ccccc1)C(F)(F)F", "e_tot_ha": -815.39341}